No. 1
Entry from OMol25: C6H10O in the gas phase (ωB97M-V with the def2-TZVPD basis set).

Computed properties:
HOMO: -8.8 eV
Kohn-Sham gap: 0.3603 hartree
SMILES: C/C=C(/C)CC=O

XYZ file:
```
17
C6H10O, DFT ωB97M-V with the def2-TZVPD basis set
C -2.13 -0.24 0.36
C -0.87 0.56 0.53
O 0.27 -2.22 0.92
C 1.01 -1.60 0.20
C 0.56 -0.77 -0.99
C 0.24 0.50 -0.22
C 1.32 1.55 -0.12
H -2.93 0.48 0.17
H -2.09 -0.92 -0.50
H -2.41 -0.82 1.24
H -0.89 1.29 1.34
H 2.09 -1.48 0.46
H 1.36 -0.64 -1.72
H -0.30 -1.23 -1.47
H 1.16 2.31 -0.89
H 1.28 2.06 0.85
H 2.32 1.15 -0.26
```

Atomic partial charges in e from the natural (NBO) method, atoms 1 to 8:
1. C -0.64
2. C -0.15
3. O -0.53
4. C 0.46
5. C -0.54
6. C -0.01
7. C -0.63
8. H 0.22

***

No. 2
Entry from OMol25: C6H10O in the gas phase in a non-equilibrium geometry (ωB97M-V with the def2-TZVPD basis set).

Computed properties:
HOMO: -9.5 eV
Kohn-Sham gap: 0.3859 hartree
SMILES: C[C@H]1C[C@H]1CC=O

XYZ file:
```
17
C6H10O, DFT ωB97M-V with the def2-TZVPD basis set
C -2.08 -0.26 0.18
C -1.06 0.80 -0.40
C -0.10 1.38 0.65
C 0.43 0.52 -0.45
C 1.02 -0.84 -0.17
C 2.53 -0.94 -0.11
O 3.32 -0.08 -0.41
H -3.11 0.11 0.16
H -1.97 -0.66 1.22
H -2.02 -1.15 -0.45
H -1.52 1.49 -1.10
H 0.22 2.41 0.78
H -0.82 0.89 1.29
H 0.94 1.03 -1.27
H 0.70 -1.56 -0.94
H 0.63 -1.21 0.78
H 2.90 -1.94 0.24
```

Atomic partial charges in e from the natural (NBO) method, atoms 1 to 8:
1. C -0.65
2. C -0.20
3. C -0.48
4. C -0.23
5. C -0.52
6. C 0.46
7. O -0.52
8. H 0.22

***

No. 3
Entry from OMol25: 2 unconnected molecules or ions with the total composition C6H10O (ωB97M-V with the def2-TZVPD basis set).

Computed properties:
HOMO: -9.7 eV
Kohn-Sham gap: 0.3882 hartree
SMILES: C#CCC(=O)CC.[H][H]

XYZ file:
```
17
C6H10O, DFT ωB97M-V with the def2-TZVPD basis set
C -1.39 -1.09 -1.79
C -0.36 -1.03 -0.67
C 0.00 0.39 -0.27
C 0.95 0.57 0.92
O -0.39 1.36 -0.89
C 0.58 -0.24 2.09
C 0.27 -0.89 3.06
H -1.59 -2.13 -2.07
H -1.04 -0.56 -2.68
H -2.33 -0.62 -1.49
H 0.58 -1.52 -0.96
H -0.71 -1.56 0.23
H 0.96 1.63 1.18
H 1.96 0.29 0.58
H 1.69 3.74 -0.68
H 1.12 3.27 -0.76
H 0.00 -1.46 3.91
```

Atomic partial charges in e from the natural (NBO) method, atoms 1 to 8:
1. C -0.60
2. C -0.52
3. C 0.63
4. C -0.59
5. O -0.54
6. C -0.02
7. C -0.23
8. H 0.21

***

No. 4
Entry from OMol25: 2 unconnected molecules or ions with the total composition C6H10O in a non-equilibrium geometry (ωB97M-V with the def2-TZVPD basis set).

Computed properties:
HOMO (spin up / spin down): -7.5 / -7.5 eV
Kohn-Sham gap (spin up / spin down): 0.2913 / 0.2913 hartree
SMILES: C=C/C=C/O.C=C

XYZ file:
```
17
C6H10O, DFT ωB97M-V with the def2-TZVPD basis set
O 2.23 -0.86 0.61
C 1.41 -0.22 -0.28
C -0.32 -1.81 -0.27
C -1.31 -1.09 0.36
C -1.31 1.37 -0.46
C -0.07 1.84 -0.10
C 1.10 1.10 0.05
H 1.95 -0.56 1.49
H 1.65 -0.46 -1.30
H 0.51 -2.34 0.18
H -0.65 -2.35 -1.15
H -1.08 -0.52 1.25
H -2.34 -1.42 0.23
H -1.52 0.83 -1.37
H -2.10 2.02 -0.11
H -0.04 2.88 0.26
H 1.90 1.58 0.62
```

Atomic partial charges in e from the natural (NBO) method, atoms 1 to 8:
1. O -0.68
2. C 0.19
3. C -0.46
4. C -0.37
5. C -0.43
6. C -0.21
7. C -0.38
8. H 0.48

***

Number 1: energy -309.8130 Eh. Number 2: energy -309.7638 Eh. Number 3: energy -309.7563 Eh. Number 4: energy -309.6665 Eh.